Here is the molecule C2H6N4O in a non-equilibrium geometry from the Open Molecules 2025 dataset. Energies are from wB97M-V/def2-TZVPD.

Properties
Energy relative to the best compared isomer or geometry (same formula, charge and spin)   104.7 kcal/mol
SMILES   Nc1[nH]n(N)c1O
Highest occupied orbital energy   -7.469 eV
Orbital gap   8.21 eV

Each atom is followed by the atoms it is bonded to, with distances in Å.
Element x y z (Å)
1 N -0.20893 1.33588 1.94192  C2 1.381, H8 1.011, H9 1.011
2 C -0.15881 0.58688 0.78266  N1 1.381, N3 1.430, C6 1.346
3 N -1.25541 0.13233 -0.01402  C2 1.430, N4 1.451, H10 1.018
4 N -0.29972 -0.12283 -1.07525  N3 1.451, N5 1.539, C6 1.438
5 N -0.38965 -1.53908 -1.67106  N4 1.539, H11 1.019, H12 1.012
6 C 0.73973 0.15475 -0.12131  C2 1.346, N4 1.438, O7 1.360
7 O 2.08126 -0.03520 -0.24384  C6 1.360, H13 0.965
8 H 0.67337 1.33477 2.43475  N1 1.011
9 H -0.98272 1.09332 2.54545  N1 1.011
10 H -1.96731 0.80799 -0.28454  N3 1.018
11 H -0.18543 -2.20346 -0.92598  N5 1.019
12 H 0.36322 -1.55689 -2.34740  N5 1.012
13 H 2.39685 0.38339 -1.05445  O7 0.965



Here is the molecule C2H6N4O in a non-equilibrium geometry from the Open Molecules 2025 dataset. Energies are from wB97M-V/def2-TZVPD.

Properties
Energy relative to the best compared isomer or geometry (same formula, charge and spin)   111.1 kcal/mol
Highest occupied orbital energy   -8.760 eV
Orbital gap   8.76 eV

Each atom is followed by the atoms it is bonded to, with distances in Å.
Element x y z (Å)
1 C 1.19215 0.29428 0.07310  C2 1.535, N3 1.307, O7 1.252
2 C 0.64986 -1.08997 0.45357  C1 1.535, N4 1.461, H8 1.112, H9 1.113
3 N 2.47063 0.32981 -0.19675  C1 1.307, H10 0.987
4 N -0.75846 -1.03710 0.07021  C2 1.461, N5 1.318, H11 1.085
5 N -1.17824 0.15314 0.45057  N4 1.318, N6 1.311
6 N -2.19695 0.75396 -0.11397  N5 1.311, H12 1.003, H13 1.090
7 O 0.39341 1.25642 0.13215  C1 1.252
8 H 1.15277 -1.73628 -0.29838  C2 1.112
9 H 0.70197 -1.46122 1.50201  C2 1.113
10 H 2.79896 1.23423 -0.41643  N3 0.987
11 H -0.84469 -1.29817 -0.97957  N4 1.085
12 H -2.32666 1.55384 0.47791  N6 1.003
13 H -2.05475 1.04706 -1.15442  N6 1.090



Here is the molecule C2H6N4O2 in a non-equilibrium geometry from the Open Molecules 2025 dataset. Energies are from wB97M-V/def2-TZVPD.

Properties
Energy relative to the best compared isomer or geometry (same formula, charge and spin)   165.4 kcal/mol
SMILES   [H]/N=C(NO)\C(=N/[H])NO
Highest occupied orbital energy   -9.328 eV
Orbital gap   9.59 eV

Each atom is followed by the atoms it is bonded to, with distances in Å.
Element x y z (Å)
1 H 1.51102 0.77443 -1.27916  N2 1.015
2 N 1.68723 1.03013 -0.31332  H1 1.015, C3 1.303
3 C 0.58420 0.59290 0.22516  N2 1.303, N4 1.367, C6 1.351
4 N 0.40162 0.33240 1.55509  C3 1.367, O5 1.349, H11 1.040
5 O -0.83828 0.43168 2.07787  N4 1.349, H12 1.049
6 C -0.50581 0.25530 -0.49803  C3 1.351, N7 1.307, N9 1.559
7 N -1.67423 0.80126 -0.28534  C6 1.307, H8 0.856
8 H -1.78254 1.16103 0.48359  N7 0.856
9 N -0.20401 -0.72792 -1.66914  C6 1.559, O10 1.488, H13 1.071
10 O 0.99343 -1.60865 -1.73804  N9 1.488, H14 1.110
11 H 1.18713 0.71006 2.12294  N4 1.040
12 H -1.27646 -0.44514 2.45183  O5 1.049
13 H -0.92711 -1.14053 -2.34301  N9 1.071
14 H 0.84382 -2.16696 -0.79043  O10 1.110